{
  "formula": "C6H9N3",
  "method": "ωB97M-V/def2-TZVPD",
  "symbols": ["C", "C", "N", "H", "H", "H", "C", "C", "N", "H", "H", "H", "C", "C", "N", "H", "H", "H"],
  "positions_angstrom": [[1.00838, -0.43661, 0.49469], [1.16167, 0.92787, 0.97286], [1.25532, 2.01955, 1.30029], [1.74897, -1.13693, 0.87239], [1.04763, -0.41820, -0.59462], [0.03186, -0.84439, 0.75988], [2.22539, -2.00341, -3.08874], [3.11948, -1.04870, -2.42128], [3.80068, -0.25595, -1.94792], [2.77251, -2.41052, -3.94028], [1.37542, -1.42471, -3.44680], [1.91773, -2.85003, -2.48448], [-3.90468, 1.96497, 2.40233], [-2.96526, 0.94112, 1.95305], [-2.22300, 0.16265, 1.56055], [-3.52322, 2.93608, 2.07767], [-3.93172, 2.05260, 3.48900], [-4.91714, 1.82461, 2.04141]],
  "orbital_gap_ev": 11.89,
  "smiles": "CC#N.CC#N.CC#N",
  "relative_energy_kcal_mol": 11.3
}